Entry from the Open Molecules 2025 dataset: an isolated molecule of C15H22FNO3 in a non-equilibrium geometry (ωB97M-V/def2-TZVPD).

XYZ file:
```
42
Properties=species:S:1:pos:R:3:forces:R:3:mulliken_charge:R:1
F -8.239237 -0.984452 -0.135842 1.9 -0.8 0.1 -0.34
C -6.957226 -0.350620 -0.073262 -5.1 -6.0 0.5 0.40
C -5.851602 -0.954408 0.348866 -9.3 -10.2 1.8 -0.60
C -4.743296 -0.423880 0.500254 9.9 -3.0 3.6 0.22
C -4.670020 0.787420 0.080528 0.5 9.9 0.3 0.36
O -3.529096 1.674884 0.349432 -8.9 3.6 -3.5 -0.40
C -2.412495 1.312667 0.746553 3.4 -10.6 1.5 -0.47
C -1.807984 0.449370 -0.535255 -3.9 -12.6 10.3 -0.68
O -0.576938 -0.531307 -0.037268 -9.0 8.2 10.2 -0.28
C 0.118078 -0.995679 -0.872648 4.6 -6.3 -11.6 -0.18
C 1.261501 -1.816930 -0.355213 -0.3 -0.2 5.7 -0.77
N 2.166348 -0.964607 0.533184 8.1 -8.0 -13.4 -0.27
C 3.005998 -0.190224 -0.416127 0.4 3.1 -1.3 -0.51
C 4.088499 0.674381 0.408686 0.4 -3.8 -4.7 0.03
C 4.987853 -0.332305 0.993075 2.7 4.8 6.6 -0.72
C 6.434048 0.109011 0.623266 1.0 -3.7 -1.7 -0.72
C 6.138902 0.813116 -1.026944 1.6 -4.3 6.6 -0.46
O 4.958530 1.185187 -0.590379 -4.6 6.0 -2.7 -0.49
C -5.880210 1.567314 -0.162932 2.0 1.6 -1.4 -0.48
C -7.122828 0.881327 -0.201059 0.6 11.4 -4.5 -0.18
H -6.240139 -2.023239 0.840643 1.8 2.4 -1.5 0.18
H -3.869442 -1.032779 1.037652 -1.8 1.7 -1.4 0.17
H -1.719865 1.978846 1.051665 1.9 2.8 0.6 0.43
H -2.593208 0.564708 1.675720 1.2 1.1 -1.5 0.23
H -2.401716 -0.336889 -1.055599 -0.1 1.3 0.3 0.37
H -1.392108 1.082010 -0.948919 7.2 10.6 -8.5 0.61
H -0.603783 -1.889057 -1.373667 1.8 1.4 -0.7 0.24
H 0.500867 -0.204282 -1.660512 -0.5 -1.6 0.6 0.22
H 0.896688 -2.413927 0.569823 -0.5 0.1 -2.0 0.31
H 1.765928 -2.542100 -0.992342 0.2 0.7 -0.2 0.37
H 1.783553 -0.487575 1.110929 -6.5 7.5 8.8 0.18
H 3.637963 -0.712256 -1.262475 -1.2 -0.2 2.3 0.17
H 2.438569 0.572665 -1.211636 0.8 -1.5 2.3 0.11
H 3.635099 1.466538 0.894717 -0.5 1.5 1.4 0.43
H 4.636076 -1.262047 1.023391 -0.9 -4.1 -1.2 0.62
H 4.980232 -0.207361 2.226749 0.0 0.0 -2.6 0.18
H 6.868525 0.766356 1.393455 -0.1 -0.1 -0.8 0.34
H 6.991471 -0.922124 0.585761 -0.2 2.1 0.1 0.25
H 6.085680 -0.102902 -1.570074 0.5 -0.3 -1.4 0.34
H 6.941720 1.509110 -1.148161 -0.2 0.8 -0.7 0.37
H -5.780807 2.730562 -0.528903 -0.2 -3.3 1.3 0.21
H -7.930138 1.555494 -0.835139 1.4 -2.4 2.5 0.23
```
Positions in Å, forces in eV/Å.

Values from the calculation:
**Total charge**: 0
**2S+1**: 1
**Orbital gap**: 9.22 eV
**HOMO level**: -8.597 eV
**Structure (SMILES)**: Fc1ccc(OCCOCCNC[C@H]2CCCO2)cc1